# C37H91N11O10

A structure of composition C37H91N11O10 at a distorted geometry (the ωB97M-V functional and the def2-TZVPD basis, the Open Molecules 2025 dataset).

* HOMO-LUMO gap: 7.70 eV
* relative energy (zero: lowest compared OMol25 entry of this formula, charge and spin): 536.13 kcal/mol
* largest force on an atom: 9.99 eV Å⁻¹

Geometry (Å):
1 C -2.919 0.324 0.395
2 C 1.362 -2.886 5.784
3 H 6.633 3.032 -3.861
4 H 2.109 -4.825 -3.268
5 H 3.188 2.308 -0.891
6 C -5.185 0.240 1.613
7 N -0.615 -1.818 -0.558
8 N 0.710 2.683 -1.108
9 N 3.734 -0.620 1.990
10 H 2.577 -2.284 2.559
11 C -4.188 2.727 3.366
12 C 0.797 3.841 -0.479
13 C 4.796 2.128 -2.294
14 C 0.120 -0.134 1.235
15 H -2.500 -0.541 0.909
16 C 2.111 1.756 -3.681
17 H 0.857 -0.053 2.035
18 H -3.546 3.027 4.194
19 H -0.889 0.164 1.520
20 H 3.083 -5.137 -0.689
21 H 3.786 4.482 -2.224
22 H 0.210 -4.846 -4.915
23 H 1.491 2.056 -0.980
24 H -4.235 -5.006 -0.344
25 O -4.988 2.011 -0.764
26 H -1.362 -3.530 -0.593
27 H -2.869 -1.087 -1.761
28 H 0.412 -1.296 4.440
29 C -3.390 1.737 2.520
30 H -2.183 -0.239 -3.120
31 C 2.514 0.941 -2.472
32 H 0.484 -3.165 -1.573
33 H -5.012 2.160 3.800
34 H -0.543 0.361 6.012
35 H -1.094 4.391 -1.092
36 H -0.799 -4.139 -3.763
37 C 3.060 -4.049 -0.616
38 H 3.916 2.903 -6.027
39 C -4.064 1.130 1.204
40 C 1.391 0.745 -4.629
41 C 0.430 0.905 0.150
42 H -1.858 -0.748 6.024
43 H -0.401 -2.921 4.535
44 N -4.425 2.354 0.452
45 O 1.826 -4.194 5.693
46 H 5.008 4.844 -3.288
47 H -3.307 -0.072 -0.543
48 H 0.245 1.858 0.646
49 H 5.674 1.929 -4.838
50 C -1.336 0.050 4.209
51 H 0.999 -2.767 3.634
52 H -7.339 4.008 1.611
53 C -5.248 3.503 1.098
54 H 1.568 -0.626 -1.898
55 C 0.055 -4.812 -3.837
56 H 1.615 3.546 -2.425
57 C -5.076 4.761 0.197
58 H 3.948 0.732 -0.816
59 H -0.322 -5.817 -3.647
60 H -5.776 0.223 0.697
61 N -1.247 -0.144 5.493
62 H -5.869 1.702 -0.541
63 H 2.183 -1.330 0.265
64 N -0.310 4.565 -0.480
65 C -2.519 -4.289 0.615
66 N -2.573 -3.211 -0.150
67 H -6.810 2.710 2.432
68 C 1.207 2.896 -3.198
69 C 0.542 -2.374 4.541
70 H 0.843 -1.979 -2.779
71 C 1.211 -4.240 -3.075
72 H -1.506 1.057 -0.843
73 H -4.891 -0.783 1.848
74 H -5.814 0.622 2.416
75 O 0.856 -4.044 -1.672
76 H 2.021 0.316 -5.408
77 H 0.627 -2.712 6.570
78 H 3.799 -1.523 1.541
79 H -5.231 4.462 3.234
80 N 2.470 -1.725 3.394
81 H 2.037 -1.807 4.302
82 C 0.100 -1.637 0.803
83 H -3.297 -6.061 0.712
84 H 3.238 -3.552 -1.569
85 H -3.742 4.570 2.481
86 O -2.157 -0.316 3.432
87 H -0.834 -3.388 1.509
88 H 0.258 2.532 -2.803
89 O 3.908 -2.779 1.241
90 H -2.498 2.288 2.224
91 H -5.251 4.497 -0.846
92 H 2.346 -4.202 4.886
93 H -5.848 5.475 0.483
94 C 0.686 -0.952 -2.450
95 H 5.374 2.819 -1.681
96 H 0.548 -0.315 -3.324
97 H 1.465 0.854 -0.189
98 O 1.828 4.106 0.129
99 C 1.523 -2.060 0.732
100 H 4.256 0.239 1.888
101 H 0.550 1.187 -5.163
102 H 4.759 -4.510 0.568
103 N 3.324 2.250 -4.426
104 N -0.426 0.768 3.816
105 H -0.225 -2.160 2.829
106 H 1.364 -3.245 -3.493
107 C -0.556 -0.778 -1.594
108 H 5.837 3.626 -5.392
109 H -2.983 -3.280 -1.070
110 H -4.052 5.117 0.090
111 H -2.275 -2.352 0.289
112 O -0.616 -3.107 -1.024
113 H -3.064 0.857 3.075
114 H 2.208 -2.271 6.092
115 C 4.445 2.936 -3.642
116 H -0.640 1.085 2.881
117 H -0.207 5.412 0.062
118 H 4.539 -2.925 1.949
119 H -2.121 0.980 0.046
120 H 2.997 0.011 -2.773
121 C 4.038 4.347 -3.276
122 H 2.033 -2.289 1.668
123 O 2.706 0.500 3.548
124 H 5.441 1.308 -2.611
125 H 0.435 0.777 4.344
126 H -1.680 -1.922 1.985
127 H 0.996 3.524 -4.063
128 C 3.632 1.520 -1.499
129 H 1.643 0.771 -1.840
130 C 4.267 -3.630 0.156
131 C -6.714 3.133 1.432
132 H -7.145 2.505 0.652
133 C -1.967 -0.997 -2.367
134 O 3.031 2.746 -5.690
135 H 3.374 4.742 -4.045
136 O -1.809 -4.552 1.577
137 H 2.099 -3.716 -0.224
138 H -0.131 2.398 -1.588
139 C -0.693 -2.368 1.866
140 H 1.679 -3.035 0.270
141 H 4.906 -2.994 -0.457
142 H -0.400 1.377 -1.942
143 C 5.771 2.968 -4.525
144 H -1.929 -2.005 -2.780
145 C -4.616 3.920 2.516
146 C 2.980 -0.560 3.077
147 H 0.960 -0.133 -4.148
148 N -3.434 -5.175 0.247
149 C -0.507 0.700 -1.094